{
  "formula": "C24H43LaNO2P2",
  "method": "wB97M-V/def2-TZVPD",
  "spin_multiplicity": 1,
  "e_homo_ev": -9.49,
  "energy_ev": -50599.2363,
  "fmax_ev_per_a": 2.8,
  "total_charge": 1,
  "lumo_ha": -0.130,
  "orbital_gap_ev": 5.95,
  "species": ["H", "H", "C", "C", "C", "C", "P", "H", "N", "H", "C", "H", "C", "H", "H", "C", "H", "C", "H", "H", "H", "H", "C", "C", "C", "C", "H", "C", "H", "H", "H", "La", "C", "C", "H", "C", "C", "P", "H", "H", "H", "H", "H", "C", "H", "C", "H", "H", "C", "H", "H", "C", "H", "C", "H", "H", "H", "O", "O", "H", "H", "H", "H", "H", "H", "H", "C", "H", "H", "C", "H", "H", "H"],
  "coordinates": [[-4.9972, 4.0031, -4.6359], [-1.4167, -3.4404, 1.6981], [-0.3233, -0.1272, 0.5217], [-2.5919, 5.7442, -1.4032], [0.8588, -5.0408, -0.3858], [2.0496, -0.0763, 3.0215], [-4.4186, 3.7860, -2.2929], [-1.6992, -3.8287, -0.0170], [4.9874, -1.7280, -0.9801], [-6.1788, 5.0942, -1.1926], [2.4742, -4.4760, 1.1688], [3.8494, -0.6571, 1.8849], [-1.1695, 4.3993, 0.5744], [-0.4464, 3.6361, 0.8900], [0.5543, 1.4781, 2.6680], [-5.6319, 4.1700, -0.9592], [-6.3398, 3.3335, -0.9114], [0.9647, -3.7499, 3.1144], [-4.5470, 6.2579, -2.2103], [1.8793, -3.3730, 3.5831], [0.0828, 0.2206, 3.8306], [-2.0877, 4.2884, 1.1664], [-0.2139, -0.3655, 1.8549], [0.3277, 0.9712, -0.2681], [0.2155, -4.4415, 0.7470], [1.6395, 1.5812, 0.2858], [-1.7774, -5.1084, 1.2112], [-1.2397, -4.1902, 0.9146], [-1.9021, 6.5235, -1.7575], [0.8549, -4.4551, -2.5181], [-1.0937, -0.6869, -0.0392], [1.6356, -2.7925, -0.8564], [2.7226, 0.5996, 0.6411], [-5.5712, 3.9774, -3.7028], [0.6132, -4.6019, 3.7270], [2.2696, -5.0557, -0.1185], [1.2107, -4.1365, 1.7065], [-1.6102, 4.1411, -1.2024], [3.4231, 0.4102, -0.1876], [-6.1675, 4.8943, -3.6176], [4.1150, -5.3674, 2.2158], [2.0614, 2.2291, -0.5114], [0.2126, 5.7292, -1.6205], [2.9224, -0.0602, 1.7907], [1.4363, 2.2343, 1.1463], [3.7634, -4.3735, 1.8871], [-0.7614, -4.8012, -1.7393], [-2.9571, 6.0393, -0.4051], [3.3102, -5.2221, -1.1553], [3.1189, -4.6315, -2.0832], [3.3293, -6.2758, -1.4608], [-0.0715, 4.7463, -2.0214], [-5.1205, 4.2745, 0.0060], [-3.7296, 5.5475, -2.3995], [4.5405, -3.9254, 1.2567], [2.5549, 0.5307, 3.7950], [-0.7617, -1.2153, 2.2698], [5.5425, -2.5470, -0.2805], [3.6463, -1.9909, -1.1674], [4.2981, -4.9709, -0.7507], [0.7354, 4.0189, -1.8624], [-3.3929, 5.6815, -3.4398], [-0.4324, 1.7673, -0.4012], [0.2152, -2.9537, 3.1827], [-6.2429, 3.1131, -3.7141], [0.3952, -6.0988, -2.1493], [0.3006, -5.0790, -1.7581], [-0.2719, 4.8357, -3.0980], [2.0513, -1.0939, 3.4479], [0.5868, 0.3953, 2.8585], [0.5179, 0.6302, -1.3026], [3.6528, -3.7484, 2.7801], [-0.7544, 5.4038, 0.7308]],
  "mulliken_charge": [0.35, 0.34, -0.91, -0.86, 0.31, -0.48, 0.17, 0.30, 0.15, 0.35, 0.10, 0.43, -0.79, -0.02, 0.31, -1.12, 0.38, -1.52, 0.50, 0.30, 0.48, 0.33, -0.30, 0.71, 0.40, -0.38, 0.30, -1.47, 0.44, 0.27, 0.73, 1.38, -0.38, -1.11, 0.35, 0.50, 0.82, 0.48, 0.43, 0.32, 0.30, 0.51, 0.37, -0.80, 0.17, -1.65, 0.39, 0.44, -0.83, 0.13, 0.40, -1.15, 0.27, -0.98, 0.26, 0.49, 0.52, -0.26, -0.42, 0.31, 0.21, 0.43, -0.77, 0.26, 0.38, 0.36, -1.24, 0.35, 0.13, -1.16, 0.24, 0.36, 0.42]
}